Formula: C3H13N2S
Source: the OMol25 dataset
Level of theory: ωB97M-V with the def2-TZVPD basis set

The calculation puts the LUMO energy at -3.36 eV. The relative energy (zero: lowest compared OMol25 entry of this formula, charge and spin) comes out at 50.7 kJ/mol. The largest force on an atom comes out at 0.0263 Eh/bohr. Its net charge is +1. The value obtained for the energy is -629.5363 a.u.

Last column: Löwdin charge in e.
Atoms and positions in Å:
C -0.39 1.53 -0.18  -0.406
C -0.80 1.08 -1.59  -0.527
S -0.53 -0.71 -1.81  0.784
N -0.60 2.99 -0.10  -0.002
H -1.03 0.97 0.56  0.097
H 0.65 1.20 0.04  0.105
H -1.90 1.31 -1.74  0.103
H -0.21 1.66 -2.31  0.091
H 0.70 -0.61 -2.34  -0.091
H -1.60 3.15 -0.28  0.091
H -0.36 3.25 0.86  0.081
C 1.36 -2.42 1.08  -0.032
N 0.15 -1.54 1.15  0.077
H 1.06 -3.39 0.63  0.110
H 2.14 -1.97 0.46  0.102
H 1.76 -2.60 2.09  0.104
H -0.61 -1.97 1.74  0.188
H -0.19 -1.27 0.17  -0.002
H 0.42 -0.66 1.58  0.129



Formula: C40H45AsCl3HgNOP2SbSe4
Source: the OMol25 dataset
Level of theory: ωB97M-V with the def2-TZVPD basis set

The calculation puts the LUMO energy (alpha / beta) at 3.63 / 3.21 eV. The largest force on an atom comes out at 0.0068 Eh/bohr. The spin multiplicity is 2. Its net charge is -2. The value obtained for the energy is -15979.8887 a.u.

Last column: Löwdin charge in e.
Atoms and positions in Å:
Hg -3.55 -1.53 0.07  0.420
C -0.34 4.22 1.69  -0.301
P -1.60 2.87 1.61  0.989
C -0.58 1.44 1.01  -0.400
C -2.39 3.21 -0.03  -0.378
C -1.86 4.16 -0.89  -0.118
C -2.38 4.37 -2.16  -0.107
C -3.43 3.59 -2.61  -0.077
C -3.98 2.64 -1.76  -0.094
C -3.50 2.46 -0.46  -0.370
P -4.28 1.11 0.52  0.826
C -5.94 0.95 -0.21  -0.334
C -4.76 1.90 2.10  -0.334
H 0.42 4.15 0.92  0.040
H 0.16 4.16 2.66  0.011
H -0.84 5.19 1.63  0.034
H 0.07 1.83 0.20  0.075
H -1.30 0.76 0.55  0.031
H 0.63 -0.09 1.52  0.036
H -1.01 4.75 -0.59  0.076
H -1.93 5.12 -2.81  0.096
H -3.83 3.71 -3.61  0.107
H -4.78 2.02 -2.15  0.054
H -5.93 0.52 -1.22  -0.066
H -6.46 1.91 -0.23  0.052
H -6.48 0.24 0.41  0.021
H -5.30 2.83 1.92  0.042
H -3.91 2.10 2.75  -0.053
H -5.43 1.20 2.60  0.032
Cl -1.42 -4.65 6.59  0.589
C -1.56 -3.90 5.01  -0.690
C -2.04 -2.61 4.91  -0.159
C -2.13 -2.02 3.66  -0.568
Cl -2.80 -0.42 3.53  0.699
C -1.73 -2.66 2.45  -0.521
O -1.72 -2.08 1.30  -0.314
C -1.28 -4.00 2.64  -0.588
Cl -0.86 -4.91 1.23  0.713
C -1.18 -4.60 3.88  -0.157
H -2.36 -2.06 5.79  0.095
H -0.82 -5.62 3.95  0.095
C 4.23 3.68 -3.34  -0.065
C 3.39 2.54 -2.83  -0.282
C 2.02 2.51 -3.02  -0.023
C 1.24 1.45 -2.57  -0.293
C -0.24 1.48 -2.85  -0.117
C 1.84 0.38 -1.89  -0.340
As 0.61 -0.94 -1.10  1.335
N 0.17 0.67 2.00  -0.027
C 1.09 1.37 2.81  -0.291
C 0.65 1.97 3.99  -0.062
C 1.54 2.65 4.80  -0.103
C 2.89 2.71 4.48  -0.118
C 3.34 2.09 3.32  -0.098
C 2.44 1.43 2.48  -0.021
C 1.68 -2.56 -1.29  -0.376
C 1.94 -3.09 -2.55  -0.285
C 1.39 -2.46 -3.80  -0.058
C 2.73 -4.24 -2.65  -0.022
C 3.23 -4.87 -1.53  -0.276
C 4.05 -6.13 -1.65  -0.063
C 2.93 -4.35 -0.28  -0.024
C 2.15 -3.20 -0.14  -0.320
C 1.87 -2.66 1.24  -0.087
C 3.23 0.40 -1.68  -0.273
C 3.95 -0.69 -0.93  -0.053
C 3.98 1.47 -2.15  -0.034
H 3.62 4.55 -3.56  0.068
H 4.74 3.40 -4.27  0.075
H 5.00 3.97 -2.62  0.071
H 1.54 3.33 -3.54  0.109
H -0.51 2.37 -3.41  0.071
H -0.84 1.48 -1.93  0.033
H -0.57 0.61 -3.42  0.021
H -0.40 1.89 4.24  0.098
H 1.18 3.11 5.71  0.096
H 3.59 3.23 5.12  0.089
H 4.39 2.13 3.05  0.095
H 2.79 0.97 1.56  0.102
H 0.32 -2.24 -3.69  0.054
H 1.49 -3.13 -4.65  0.074
H 1.90 -1.52 -4.03  0.077
H 2.93 -4.65 -3.63  0.109
H 4.33 -6.32 -2.68  0.067
H 3.49 -7.00 -1.28  0.078
H 4.97 -6.07 -1.06  0.072
H 3.30 -4.84 0.62  0.115
H 2.11 -3.40 2.00  0.080
H 0.81 -2.39 1.35  0.033
H 2.47 -1.77 1.45  0.058
H 3.42 -0.98 -0.02  0.039
H 4.95 -0.36 -0.66  0.075
H 4.04 -1.60 -1.53  0.082
H 5.05 1.48 -1.97  0.108
Se -4.71 -4.03 -4.39  -0.314
Sb -4.84 -2.04 -3.05  -0.333
Se -6.21 -0.22 -3.91  -0.267
Se -2.60 -1.10 -2.37  -0.116
Se -5.67 -2.70 -0.66  -0.154



Formula: FH5Si2
Source: the OMol25 dataset
Level of theory: ωB97M-V with the def2-TZVPD basis set

The calculation puts the LUMO energy (alpha / beta) at -1.07 / -1.09 eV. The relative energy (zero: lowest compared OMol25 entry of this formula, charge and spin) comes out at 293.1 kJ/mol. The largest force on an atom comes out at 0.0339 Eh/bohr. Its net charge is 0. The value obtained for the energy is -681.7216 a.u.

Last column: Löwdin charge in e.
Atoms and positions in Å:
F 0.00 2.76 -1.98  -0.358
Si 0.84 -1.45 1.56  0.546
Si 0.39 2.36 -0.45  0.579
H -0.24 -0.54 2.27  -0.141
H 0.78 -2.07 0.26  -0.193
H 1.97 -0.54 1.40  -0.208
H -0.85 1.58 0.00  -0.109
H 1.69 1.57 -0.45  -0.117



Formula: C26H16Cl4N5O2OsTe
Source: the OMol25 dataset
Level of theory: ωB97M-V with the def2-TZVPD basis set

The calculation puts the LUMO energy (alpha / beta) at -5.09 / -5.09 eV. The relative energy (zero: lowest compared OMol25 entry of this formula, charge and spin) comes out at 230.4 kJ/mol. The largest force on an atom comes out at 0.0682 Eh/bohr. Its net charge is +1. The value obtained for the energy is -3623.8519 a.u.

Last column: Löwdin charge in e.
Atoms and positions in Å:
Os -1.81 -0.76 -0.41  1.554
N -2.24 2.35 -3.38  0.155
C -2.38 1.19 -2.75  -0.083
N -2.05 0.99 -1.51  -0.032
C -1.45 2.04 -0.78  -0.252
N -0.93 1.81 0.38  0.104
N -1.12 0.49 0.75  -0.292
C -0.20 0.00 1.75  -0.505
C -0.62 -1.38 2.12  -0.321
C -0.28 -1.99 3.32  0.003
C -0.75 -3.26 3.59  -0.016
C -1.56 -3.89 2.65  -0.027
C -1.85 -3.24 1.48  -0.081
N -1.39 -2.01 1.21  -0.065
C -1.43 3.37 -1.38  -0.079
C -1.02 4.51 -0.67  0.008
C -1.02 5.74 -1.30  -0.043
C -1.41 5.85 -2.63  -0.041
C -1.80 4.74 -3.35  0.002
C -1.82 3.51 -2.71  -0.161
H -2.51 2.42 -4.35  0.172
H -2.80 0.36 -3.31  0.157
H -0.10 0.69 2.59  0.093
H 0.35 -1.46 4.03  0.122
H -0.49 -3.75 4.52  0.124
H -1.96 -4.88 2.83  0.118
H -2.46 -3.69 0.71  0.125
H -0.72 4.40 0.36  0.121
H -0.71 6.62 -0.75  0.117
H -1.40 6.82 -3.12  0.119
H -2.10 4.82 -4.39  0.123
Cl -0.08 -4.35 -6.01  0.710
C -0.05 -3.36 -4.62  -0.707
C 1.18 -2.69 -4.25  -0.702
Cl 2.56 -2.93 -5.22  0.709
C 1.24 -1.88 -3.15  -0.624
Cl 2.69 -1.09 -2.67  0.712
C 0.09 -1.67 -2.37  -0.385
O 0.05 -0.91 -1.34  -0.265
C -1.13 -2.36 -2.72  -0.405
O -2.11 -2.13 -1.95  -0.223
C -1.18 -3.19 -3.86  -0.638
Cl -2.67 -3.95 -4.24  0.741
Te 1.82 -0.17 0.91  1.451
C 2.78 -0.12 2.78  -0.568
C 3.88 -0.97 2.93  -0.154
C 4.58 -1.00 4.13  -0.075
C 4.18 -0.20 5.19  -0.075
C 3.09 0.65 5.04  -0.079
C 2.40 0.70 3.83  -0.153
H 4.19 -1.62 2.12  0.092
H 5.43 -1.65 4.24  0.110
H 4.71 -0.23 6.13  0.108
H 2.77 1.28 5.86  0.109
H 1.59 1.41 3.73  0.094



Formula: C22H66O22
Source: the OMol25 dataset
Level of theory: ωB97M-V with the def2-TZVPD basis set

The calculation puts the LUMO energy at -0.33 eV. The relative energy (zero: lowest compared OMol25 entry of this formula, charge and spin) comes out at 1432.7 kJ/mol. The largest force on an atom comes out at 0.2292 Eh/bohr. Its net charge is 0. The value obtained for the energy is -2532.4018 a.u.

Last column: Löwdin charge in e.
Atoms and positions in Å:
C -36.55 25.30 1.86  -0.303
C -37.01 26.11 3.08  -0.194
O -36.55 27.41 2.70  -0.080
O -36.85 23.97 1.90  -0.121
H -35.43 25.30 2.05  0.138
H -36.98 25.71 0.97  0.121
H -36.56 25.74 4.07  0.146
H -38.05 25.96 3.12  0.102
H -36.98 28.14 3.15  0.104
H -36.18 23.19 1.43  0.206
C -30.95 20.88 -0.15  -0.166
C -31.13 21.35 -1.63  -0.245
O -31.58 20.28 -2.45  -0.073
O -30.70 22.07 0.72  -0.117
H -30.13 20.36 -0.10  0.051
H -31.87 20.31 0.11  0.131
H -30.09 21.58 -1.86  0.103
H -31.85 22.24 -1.77  0.149
H -31.03 20.46 -3.25  0.100
H -30.67 21.81 1.70  0.107
C -26.73 25.53 3.37  -0.164
C -27.72 26.69 3.86  -0.154
O -28.90 26.01 4.13  -0.069
O -25.63 25.99 2.57  -0.100
H -27.13 24.87 2.71  0.073
H -26.41 24.92 4.19  0.104
H -27.81 27.16 3.09  0.011
H -27.32 27.30 4.55  0.097
H -29.67 26.33 3.63  0.052
H -25.28 25.21 2.04  0.109
C -30.22 26.23 7.17  -0.195
C -30.08 27.62 6.76  -0.151
O -31.27 28.26 7.38  -0.072
O -28.91 25.59 7.01  -0.043
H -30.77 25.69 6.43  0.103
H -30.67 26.00 7.96  0.060
H -30.26 28.03 5.71  0.145
H -29.11 28.00 7.04  0.123
H -30.99 28.53 8.21  0.055
H -28.77 25.65 6.10  -0.004
C -29.04 28.29 0.34  -0.199
C -29.74 29.64 0.27  -0.208
O -29.20 30.35 1.45  -0.165
O -29.46 27.61 -0.88  -0.073
H -29.53 27.80 1.31  0.149
H -27.96 28.28 0.34  0.117
H -30.78 29.56 0.36  0.080
H -29.27 30.19 -0.58  0.131
H -29.89 31.06 1.88  0.162
H -29.58 26.72 -0.71  -0.026
C -31.76 24.26 3.74  -0.166
C -31.63 25.07 2.50  -0.138
O -31.30 26.50 2.95  -0.117
O -31.88 22.92 3.19  -0.007
H -32.62 24.56 4.40  0.137
H -31.01 24.63 4.34  0.067
H -32.52 25.07 2.00  0.084
H -31.02 24.72 1.74  0.085
H -32.16 26.86 3.29  0.054
H -32.68 22.67 3.14  -0.096
C -33.47 28.28 -0.07  -0.305
C -33.15 27.42 -1.20  -0.290
O -32.97 26.06 -0.86  -0.060
O -33.51 29.67 -0.37  -0.086
H -32.85 28.09 0.77  0.088
H -34.50 27.96 0.46  0.152
H -32.27 27.89 -1.75  0.142
H -33.99 27.38 -1.98  0.147
H -32.02 26.08 -0.70  0.055
H -34.41 29.88 0.08  0.133
C -34.37 20.50 3.64  -0.185
C -33.15 20.37 4.67  -0.210
O -33.34 19.30 5.54  0.004
O -34.25 21.84 3.15  -0.089
H -35.31 20.35 4.24  0.135
H -34.53 19.85 2.92  0.065
H -33.30 21.26 5.34  0.122
H -32.16 20.26 3.96  0.178
H -32.61 18.89 5.60  -0.036
H -34.72 21.93 2.30  0.097
C -29.00 24.40 -2.72  -0.184
C -28.76 24.46 -1.21  -0.148
O -30.02 24.87 -0.65  -0.093
O -27.71 24.11 -3.28  -0.042
H -29.52 25.26 -3.12  0.131
H -29.43 23.50 -2.95  0.072
H -28.04 25.23 -0.98  0.130
H -28.61 23.65 -0.72  0.058
H -30.61 24.19 -0.39  0.041
H -27.92 23.92 -4.16  0.048
C -31.85 21.55 8.37  -0.292
C -31.06 22.08 7.25  -0.389
O -30.16 21.19 6.80  -0.055
O -32.35 22.46 9.30  -0.054
H -31.00 20.69 8.98  0.209
H -32.82 20.91 8.10  0.145
H -30.50 23.02 7.43  0.128
H -31.76 22.65 6.44  0.145
H -30.64 20.32 6.56  0.128
H -33.01 23.02 8.99  0.056
C -33.92 28.00 4.65  -0.259
C -34.10 27.22 5.93  -0.251
O -33.89 27.92 7.06  0.053
O -33.89 27.26 3.46  -0.126
H -33.08 28.68 4.54  0.137
H -34.70 28.63 4.61  0.079
H -33.42 26.42 5.80  0.099
H -35.19 26.96 5.88  0.140
H -33.12 28.21 7.16  -0.082
H -34.88 27.29 3.09  0.108



Formula: C3H6NO3
Source: the OMol25 dataset
Level of theory: ωB97M-V with the def2-TZVPD basis set

The calculation puts the LUMO energy (alpha / beta) at 0.21 / 0.17 eV. The relative energy (zero: lowest compared OMol25 entry of this formula, charge and spin) comes out at 382.1 kJ/mol. The largest force on an atom comes out at 0.1103 Eh/bohr. The spin multiplicity is 2. Its net charge is 0. The value obtained for the energy is -398.1872 a.u.

Last column: Löwdin charge in e.
Atoms and positions in Å:
H 2.50 -0.30 -0.38  0.096
C 2.22 -1.11 0.35  -0.147
H 1.67 -0.79 1.35  0.097
C -0.78 0.03 0.10  -0.324
H -0.64 -0.76 0.85  0.110
C -0.42 1.35 0.61  -0.080
O -0.65 -0.34 -1.10  -0.076
N -2.70 -0.36 -1.61  0.063
O -2.38 -0.59 -2.70  -0.003
O 2.19 -2.33 0.26  -0.026
H -0.02 1.35 1.66  0.090
H 0.34 1.87 -0.04  0.105
H -1.33 2.01 0.62  0.096



Formula: C2H5NS
Source: the OMol25 dataset
Level of theory: ωB97M-V with the def2-TZVPD basis set

The calculation puts the LUMO energy at 0.54 eV. The SMILES is C=NSC. The relative energy (zero: lowest compared OMol25 entry of this formula, charge and spin) comes out at 227.4 kJ/mol. The largest force on an atom comes out at 0.1506 Eh/bohr. Its net charge is 0. The value obtained for the energy is -532.0559 a.u.

Last column: Löwdin charge in e.
Atoms and positions in Å:
C -2.16 0.08 0.03  -0.081
N -0.79 -0.29 -0.11  -0.476
S 0.29 0.79 0.24  0.809
C 1.79 -0.17 0.12  -0.373
H -2.72 -0.66 -0.50  0.028
H -2.41 1.07 0.32  0.027
H 2.31 0.55 -0.46  -0.003
H 1.37 -0.86 -0.63  0.032
H 2.33 -0.52 0.98  0.037



Formula: C23H30FN3O5S
Source: the OMol25 dataset
Level of theory: ωB97M-V with the def2-TZVPD basis set

The calculation puts the LUMO energy at 0.50 eV. The SMILES is O=S(=O)(c1ccc(OC[C@@H](O)CN2CCN(c3ccc(F)cc3)CC2)cc1)N1CCOCC1. The relative energy (zero: lowest compared OMol25 entry of this formula, charge and spin) comes out at 23.4 kJ/mol. The largest force on an atom comes out at 0.0205 Eh/bohr. Its net charge is 0. The value obtained for the energy is -1932.9033 a.u.

Last column: Löwdin charge in e.
Atoms and positions in Å:
O 5.77 -2.82 0.09  -0.281
S 5.74 -1.43 0.43  0.681
O 5.89 -1.07 1.81  -0.288
C 4.25 -0.69 -0.21  -0.290
C 3.88 -0.96 -1.51  -0.048
C 2.74 -0.38 -2.03  0.016
C 1.97 0.48 -1.24  -0.251
O 0.88 1.00 -1.86  -0.032
C 0.06 1.92 -1.16  -0.124
C -0.78 1.28 -0.04  -0.343
O -0.43 1.88 1.18  -0.037
C -2.29 1.45 -0.29  -0.143
N -3.00 1.02 0.90  -0.185
C -3.28 -0.41 0.96  -0.147
C -4.46 -0.82 0.07  -0.138
N -5.64 -0.05 0.44  -0.110
C -6.90 -0.58 0.19  -0.231
C -7.92 0.17 -0.41  -0.022
C -9.18 -0.36 -0.58  -0.011
C -9.44 -1.66 -0.17  -0.287
F -10.67 -2.18 -0.34  0.046
C -8.45 -2.42 0.43  -0.010
C -7.19 -1.88 0.60  -0.018
C -5.40 1.37 0.31  -0.156
C -4.22 1.75 1.20  -0.159
C 2.35 0.74 0.07  0.013
C 3.50 0.16 0.58  -0.043
N 6.88 -0.66 -0.55  -0.234
C 7.18 0.70 -0.15  -0.165
C 8.25 0.72 0.95  -0.189
O 9.40 0.01 0.55  -0.127
C 9.09 -1.34 0.26  -0.184
C 8.06 -1.43 -0.87  -0.169
H 4.49 -1.63 -2.09  0.119
H 2.42 -0.58 -3.04  0.121
H 0.66 2.73 -0.73  0.139
H -0.59 2.34 -1.94  0.133
H -0.54 0.21 -0.01  0.147
H -1.18 1.72 1.78  0.092
H -2.49 2.52 -0.44  0.134
H -2.57 0.91 -1.20  0.127
H -2.39 -0.96 0.66  0.121
H -3.51 -0.65 2.00  0.129
H -4.65 -1.88 0.19  0.113
H -4.21 -0.63 -0.99  0.125
H -7.73 1.17 -0.76  0.101
H -9.97 0.22 -1.04  0.118
H -8.67 -3.43 0.75  0.118
H -6.44 -2.48 1.09  0.108
H -6.29 1.91 0.65  0.122
H -5.19 1.66 -0.74  0.130
H -4.02 2.82 1.12  0.123
H -4.48 1.52 2.24  0.127
H 1.76 1.38 0.71  0.102
H 3.81 0.34 1.60  0.117
H 6.26 1.15 0.21  0.118
H 7.53 1.24 -1.03  0.133
H 8.58 1.74 1.15  0.129
H 7.83 0.28 1.87  0.114
H 10.03 -1.81 -0.02  0.128
H 8.67 -1.83 1.16  0.130
H 7.75 -2.46 -1.02  0.114
H 8.49 -1.02 -1.80  0.133



Formula: C3H3NO
Source: the OMol25 dataset
Level of theory: ωB97M-V with the def2-TZVPD basis set

The calculation puts the LUMO energy at 0.62 eV. The SMILES is c1cnoc1. The relative energy (zero: lowest compared OMol25 entry of this formula, charge and spin) comes out at 286.3 kJ/mol. The largest force on an atom comes out at 0.0688 Eh/bohr. Its net charge is 0. The value obtained for the energy is -245.9825 a.u.

Last column: Löwdin charge in e.
Atoms and positions in Å:
C 0.03 0.87 0.00  -0.040
C -1.03 -0.07 0.16  -0.162
N -0.62 -1.30 0.25  0.043
O 0.71 -1.24 0.24  -0.109
C 1.15 0.04 -0.02  -0.086
H -0.12 1.94 -0.08  0.102
H -2.09 0.10 0.18  0.108
H 1.74 -0.49 -0.76  0.143